C35H49N2O2SY | ωB97M-V/def2-TZVPD

Electronic energy ... -56032.7440 eV
Max |F| ... 1.5 eV/A
Relative energy (zero: lowest compared OMol25 entry of this formula, charge and spin) ... 0.6000 eV
Lowest unoccupied orbital energy ... -5.3 eV
Net charge ... +2
Gap between HOMO and LUMO ... 8.21 eV

Atoms and positions in Å:
Y (0.8203, 0.2160, 0.3251)
C (0.9317, 2.1955, 1.6741)
C (1.6171, 2.3908, 0.4214)
C (2.8449, 1.6266, 0.5006)
C (2.8235, 0.9544, 1.7558)
C (1.6809, 1.3376, 2.4989)
C (1.3411, 0.8838, 3.9039)
C (0.5545, 1.9693, 4.6478)
C (2.6262, 0.5600, 4.6761)
C (0.4656, -0.3739, 3.7967)
C (4.0396, 1.4484, -0.4480)
C (5.2550, 0.9140, 0.3295)
C (3.7048, 0.4020, -1.5302)
C (4.4975, 2.7618, -1.0935)
C (1.0266, 3.3281, -0.6431)
C (1.0872, 2.7016, -2.0487)
C (1.7167, 4.6968, -0.5999)
C (-0.4697, 3.5585, -0.3501)
H (0.0888, 2.7718, 2.0201)
H (3.6590, 0.4210, 2.1789)
H (1.0802, 2.9241, 4.6185)
H (0.4340, 1.6842, 5.6930)
H (-0.4421, 2.1056, 4.2228)
H (3.3528, 1.3660, 4.5674)
H (3.0841, -0.3692, 4.3298)
H (2.4085, 0.4454, 5.7375)
H (-0.4806, -0.1180, 3.3220)
H (0.2484, -0.7903, 4.7828)
H (0.9717, -1.1544, 3.2086)
H (5.0877, -0.0831, 0.7387)
H (5.5306, 1.5928, 1.1375)
H (6.1023, 0.8430, -0.3518)
H (3.5274, -0.5730, -1.0617)
H (4.5473, 0.2858, -2.2144)
H (2.8344, 0.6793, -2.1263)
H (4.6901, 3.5118, -0.3256)
H (3.7882, 3.1666, -1.8090)
H (5.4311, 2.5860, -1.6284)
H (2.1011, 2.6007, -2.4216)
H (0.5422, 3.3245, -2.7581)
H (0.6100, 1.7071, -2.0568)
H (2.7445, 4.6500, -0.9505)
H (1.7230, 5.0763, 0.4222)
H (1.1747, 5.4082, -1.2259)
H (-1.0186, 2.6107, -0.2693)
H (-0.9108, 4.1310, -1.1652)
H (-0.6205, 4.1335, 0.5621)
C (-3.5340, -1.4641, 0.2598)
S (-1.8801, -1.7826, 0.8912)
O (-1.1957, -0.3995, 0.8378)
C (-2.2483, -2.0870, 2.6073)
C (-3.0550, -1.2474, 3.3632)
C (-3.2732, -1.5550, 4.6949)
C (-2.6869, -2.6827, 5.2599)
C (-1.8786, -3.5139, 4.4963)
C (-1.6588, -3.2171, 3.1602)
H (-3.8915, -0.5043, 0.6276)
H (-4.1871, -2.2699, 0.5909)
H (-3.4715, -1.4554, -0.8267)
H (-3.4896, -0.3555, 2.9282)
H (-3.9095, -0.9148, 5.2908)
H (-2.8632, -2.9177, 6.3009)
H (-1.4231, -4.3891, 4.9387)
H (-1.0415, -3.8591, 2.5416)
C (1.0396, -5.4790, -3.2354)
N (1.1637, -4.4336, -2.2325)
N (0.9509, -3.1039, -2.4970)
C (0.9766, -2.4191, -1.3245)
O (0.8380, -1.1403, -1.2664)
C (1.2136, -3.3558, -0.3048)
C (1.3194, -4.5946, -0.9113)
C (1.5577, -5.9280, -0.3022)
C (0.9383, -2.5419, -3.8112)
C (1.9888, -2.8039, -4.6828)
C (1.9770, -2.2416, -5.9487)
C (0.9351, -1.4085, -6.3308)
C (-0.0968, -1.1348, -5.4446)
C (-0.1038, -1.7048, -4.1816)
H (0.5175, -5.0920, -4.1044)
H (0.4649, -6.3051, -2.8227)
H (2.0172, -5.8467, -3.5459)
H (1.3205, -3.1429, 0.7472)
H (1.8218, -5.8110, 0.7453)
H (2.3720, -6.4469, -0.8087)
H (0.6679, -6.5570, -0.3675)
H (2.8184, -3.4265, -4.3722)
H (2.7905, -2.4478, -6.6308)
H (0.9293, -0.9716, -7.3201)
H (-0.9076, -0.4843, -5.7434)
H (-0.9096, -1.5020, -3.4891)

These are the Löwdin partial charges, in e, on atoms 1 to 4: 1.620 -0.112 -0.261 -0.193